# 1
Computed, not measured: the ion C5H11INO with charge +1, with ωB97M-V/def2-TZVPD.

Geometry as ORCA input:
```
! RIJCOSX wB97M-V def2-TZVPD def2/J DEFGRID3
* xyz 1 3
C -0.431 -0.753 1.312
C -0.069 0.691 1.150
C 0.306 -1.511 0.049
C 1.079 -0.203 -0.750
C -0.942 1.383 -1.025
N 0.340 0.994 -0.248
O -0.665 -2.155 -0.728
I 3.131 0.022 -0.192
H 0.089 -1.210 2.221
H -1.477 -1.054 1.170
H -0.841 1.510 1.483
H 0.672 0.933 1.892
H 1.088 -2.253 0.308
H 0.877 -0.264 -1.741
H -1.630 0.579 -0.962
H -1.392 2.124 -0.315
H -0.577 1.913 -1.867
H 0.813 1.882 -0.264
H -0.373 -2.627 -1.492
*
```

Kohn-Sham gap (spin up / spin down), Eh: 0.2508 / 0.2448
⟨S²⟩: 2.0049
HOMO level (spin up / spin down), Ha: -0.3541 / -0.5245
Energy above the lowest of the compared OMol25 structures with the same formula, charge and spin, kcal/mol: 52.9


# 2
Computed, not measured: a structure of composition C5H11IO3S, with ωB97M-V/def2-TZVPD.

Geometry as ORCA input:
```
! RIJCOSX wB97M-V def2-TZVPD def2/J DEFGRID3
* xyz 0 1
C 0.580 1.418 -1.259
C 1.323 1.672 1.225
C -2.433 -2.230 -0.280
C -0.505 -0.157 0.466
C 0.952 0.743 0.071
O -0.131 -2.035 -1.381
O -1.769 -0.289 -1.895
O 1.864 -0.274 0.114
S -1.149 -1.113 -0.891
I -2.140 1.009 1.063
H 0.071 0.726 -1.905
H -0.195 2.193 -1.142
H 1.438 1.773 -1.699
H 1.335 1.129 2.154
H 0.820 2.679 1.308
H 2.365 1.933 1.122
H -2.009 -3.145 0.254
H -3.182 -1.672 0.340
H -2.898 -2.528 -1.243
H -0.035 -0.847 1.234
H 1.734 -0.930 -0.591
*
```

Kohn-Sham gap, Eh: 0.3609
HOMO level, Ha: -0.3508
Energy above the lowest of the compared OMol25 structures with the same formula, charge and spin, kcal/mol: 0.0


# 3
Computed, not measured: a cluster of 2 separate species, C5H11N in total, with ωB97M-V/def2-TZVPD.

Geometry as ORCA input:
```
! RIJCOSX wB97M-V def2-TZVPD def2/J DEFGRID3
* xyz 0 1
C -0.006 0.608 -1.024
C -2.254 0.953 -0.180
C -1.116 -1.115 0.282
N -0.976 0.309 0.054
H -2.930 0.742 0.649
H -1.484 -1.648 -0.609
H 2.698 -0.168 -0.274
H -0.022 -0.137 -1.832
H -0.146 1.625 -1.385
H -2.105 2.031 -0.244
H -2.732 0.612 -1.111
H -1.809 -1.290 1.105
H -0.141 -1.522 0.553
C 3.352 -0.332 0.542
C 4.131 -0.575 1.412
H 4.817 -0.672 2.203
H 0.724 0.581 -0.140
*
```

Kohn-Sham gap, Eh: 0.3485
HOMO level, Ha: -0.3086
SMILES string: CN(C)C.C#C
Energy above the lowest of the compared OMol25 structures with the same formula, charge and spin, kcal/mol: 88.2


# 4
Computed, not measured: an isolated molecule of C5H11N, with ωB97M-V/def2-TZVPD.

Geometry as ORCA input:
```
! RIJCOSX wB97M-V def2-TZVPD def2/J DEFGRID3
* xyz 0 1
C 1.050 -1.107 -1.218
N 1.063 -0.268 1.516
C 0.025 0.154 0.649
C 0.002 -0.192 -0.638
C -1.069 0.303 -1.574
C -1.015 1.030 1.309
H 0.615 -1.732 -1.999
H 1.902 -0.585 -1.666
H 1.492 -1.787 -0.491
H 1.286 -1.251 1.442
H 0.868 -0.040 2.481
H -2.092 0.121 -1.220
H -0.978 1.372 -1.764
H -1.028 -0.196 -2.545
H -1.740 1.397 0.592
H -0.534 1.876 1.811
H -1.483 0.455 2.108
*
```

Kohn-Sham gap, Eh: 0.3214
HOMO level, Ha: -0.2828
SMILES string: CC(C)=C(C)N
Energy above the lowest of the compared OMol25 structures with the same formula, charge and spin, kcal/mol: 8.5


# 5
Computed, not measured: a cluster of 2 separate species, C5H11N in total, with ωB97M-V/def2-TZVPD.

Geometry as ORCA input:
```
! RIJCOSX wB97M-V def2-TZVPD def2/J DEFGRID3
* xyz 0 1
C 2.183 -0.074 -1.018
C 1.725 -1.428 -0.550
C 0.897 -1.742 0.466
H 1.944 0.645 -0.186
H 1.712 0.181 -1.972
H 3.286 -0.106 -1.218
H 1.994 -2.249 -1.287
H 0.929 -2.727 0.920
H 0.209 -1.020 0.804
C -1.587 1.698 -0.207
C -2.073 0.224 1.564
N -1.130 0.861 0.954
H -2.539 1.303 -0.729
H -1.732 2.789 0.161
H -0.718 1.756 -0.947
H -2.023 -0.852 1.702
H -3.075 0.740 1.544
*
```

Kohn-Sham gap, Eh: 0.3419
HOMO level, Ha: -0.3215
SMILES string: C=CC.C=NC
Energy above the lowest of the compared OMol25 structures with the same formula, charge and spin, kcal/mol: 84.6


# 6
Computed, not measured: a cluster of 3 separate species, C5H11N in total, with ωB97M-V/def2-TZVPD.

Geometry as ORCA input:
```
! RIJCOSX wB97M-V def2-TZVPD def2/J DEFGRID3
* xyz 0 1
C 0.413 1.638 0.714
C 1.185 0.576 0.494
C 1.979 0.353 -0.764
N -0.263 -1.611 -0.251
C -1.413 -1.613 0.745
C -1.422 -1.434 -0.692
H -1.388 1.073 -0.218
H -0.170 1.760 1.628
H 0.239 2.373 -0.074
H 1.260 -0.195 1.260
H 1.556 0.918 -1.606
H 2.024 -0.705 -1.051
H 2.999 0.709 -0.576
H -1.476 -0.770 1.447
H -1.676 -2.587 1.147
H -1.924 -1.195 -1.623
H -1.922 0.710 -0.581
*
```

Kohn-Sham gap, Eh: 0.3886
HOMO level, Ha: -0.3444
SMILES string: C1=NC1.[H][H].C=CC
Energy above the lowest of the compared OMol25 structures with the same formula, charge and spin, kcal/mol: 99.1


# 7
Computed, not measured: an isolated molecule of C5H11N, with ωB97M-V/def2-TZVPD.

Geometry as ORCA input:
```
! RIJCOSX wB97M-V def2-TZVPD def2/J DEFGRID3
* xyz 0 1
C -1.549 1.148 -0.210
C -1.453 -0.385 -0.155
N -0.079 -0.745 -0.088
C 0.681 -1.705 0.582
C 0.990 -0.151 0.604
C 1.794 0.686 -0.416
H -2.350 1.474 -0.874
H -1.733 1.550 0.790
H -0.623 1.608 -0.570
H -2.066 -0.760 0.679
H -1.826 -0.856 -1.070
H 0.142 -2.306 1.335
H 1.405 -2.321 0.064
H 0.957 0.253 1.616
H 2.777 0.292 -0.663
H 1.901 1.744 -0.136
H 1.202 0.680 -1.340
*
```

Kohn-Sham gap, Eh: 0.3494
HOMO level, Ha: -0.3047
SMILES string: CCN1C[C@H]1C
Energy above the lowest of the compared OMol25 structures with the same formula, charge and spin, kcal/mol: 55.8


# 8
Computed, not measured: an isolated molecule of C5H11N, with ωB97M-V/def2-TZVPD.

Geometry as ORCA input:
```
! RIJCOSX wB97M-V def2-TZVPD def2/J DEFGRID3
* xyz 0 1
C 2.407 -0.668 0.404
C 1.237 -0.133 -0.421
C -0.047 -0.042 0.373
C -0.643 1.236 0.847
N -1.190 0.536 -0.300
C -2.458 -0.139 -0.100
H 2.681 0.025 1.208
H 2.148 -1.628 0.868
H 3.294 -0.832 -0.217
H 1.472 0.856 -0.833
H 1.052 -0.788 -1.281
H -0.252 -0.909 1.010
H -0.152 2.185 0.635
H -1.217 1.214 1.775
H -2.517 -0.999 -0.776
H -3.278 0.545 -0.342
H -2.599 -0.501 0.934
*
```

Kohn-Sham gap, Eh: 0.3785
HOMO level, Ha: -0.3341
SMILES string: CC[C@H]1CN1C
Energy above the lowest of the compared OMol25 structures with the same formula, charge and spin, kcal/mol: 27.5


# 9
Computed, not measured: an isolated molecule of C5H11N, with ωB97M-V/def2-TZVPD.

Geometry as ORCA input:
```
! RIJCOSX wB97M-V def2-TZVPD def2/J DEFGRID3
* xyz 0 1
C 0.615 -0.105 -1.785
C -0.065 0.494 -0.573
C -1.005 -0.308 0.228
C -1.050 -1.776 0.177
N 0.623 0.284 0.696
C 0.711 1.516 1.497
H 1.014 -1.102 -1.578
H 1.450 0.533 -2.097
H -0.087 -0.174 -2.625
H -0.396 1.522 -0.746
H -0.827 0.100 1.324
H -1.453 -2.265 1.071
H -1.736 -1.992 -0.651
H -0.095 -2.254 -0.055
H 1.514 2.124 1.062
H 0.992 1.273 2.529
H -0.205 2.130 1.527
*
```

Kohn-Sham gap, Eh: 0.3531
HOMO level, Ha: -0.3087
SMILES string: C[C@@H]1[C@H](C)N1C
Energy above the lowest of the compared OMol25 structures with the same formula, charge and spin, kcal/mol: 83.9


# 10
Computed, not measured: an isolated molecule of C5H11N, with ωB97M-V/def2-TZVPD.

Geometry as ORCA input:
```
! RIJCOSX wB97M-V def2-TZVPD def2/J DEFGRID3
* xyz 0 1
C -1.824 -0.339 -0.442
N 0.725 0.142 -1.906
C 0.618 0.219 -0.496
C -0.564 0.231 0.139
C -0.617 0.368 1.657
C 1.948 0.097 0.185
H -2.138 -1.226 0.107
H -2.708 0.308 -0.299
H -1.809 -0.441 -1.524
H -0.146 -0.166 -2.320
H 1.428 -0.529 -2.194
H -0.315 1.372 1.939
H -1.610 0.119 2.014
H 0.072 -0.309 2.173
H 2.448 -0.772 -0.253
H 1.892 -0.014 1.256
H 2.599 0.941 -0.035
*
```

Kohn-Sham gap, Eh: 0.3215
HOMO level, Ha: -0.2834
SMILES string: CC(C)=C(C)N
Energy above the lowest of the compared OMol25 structures with the same formula, charge and spin, kcal/mol: 15.7


Number 1: largest force on an atom 6.02 eV Å⁻¹. Number 2: largest force on an atom 3.85 eV Å⁻¹. Number 3: largest force on an atom 3.32 eV Å⁻¹. Number 4: largest force on an atom 0.79 eV Å⁻¹. Number 5: largest force on an atom 3.14 eV Å⁻¹. Number 6: largest force on an atom 0.64 eV Å⁻¹. Number 7: largest force on an atom 1.12 eV Å⁻¹. Number 8: largest force on an atom 0.28 eV Å⁻¹. Number 9: largest force on an atom 4.61 eV Å⁻¹. Number 10: largest force on an atom 1.84 eV Å⁻¹.